No. 1
DFT (the ωB97M-V functional and the def2-TZVPD basis) results for 5 unconnected molecules or ions with the total composition C24H48ClNO9 at a distorted geometry.

Cartesian coordinates (Å):
1 C 0.4604 -0.7767 2.7525
2 C 0.6716 0.1080 1.5313
3 O 1.5025 -0.5805 0.6161
4 C 1.5137 -0.0324 -0.6860
5 C 1.2046 -1.0541 -1.7615
6 O -0.1828 -1.2281 -2.0766
7 O -0.9350 -1.0221 -0.8726
8 C -2.1884 -0.5955 -1.1827
9 O -2.4518 0.0219 -2.1852
10 N -3.1229 -0.9448 -0.1821
11 C -2.6988 -2.0573 0.6944
12 C -2.6101 -3.4101 -0.0218
13 C -3.6582 -3.5913 -1.1135
14 Cl -3.2708 -5.0366 -2.1021
15 C -3.4951 0.2158 0.6705
16 C -3.8353 1.4909 -0.0913
17 C -2.6558 2.4484 -0.2714
18 O -2.9654 3.6761 0.3703
19 C -1.9224 4.6120 0.2244
20 H 1.3007 -0.6895 3.4416
21 H -0.4384 -0.4739 3.2938
22 H 0.3363 -1.8154 2.4450
23 H -0.2990 0.3363 1.0768
24 H 1.1084 1.0588 1.8464
25 H 0.8121 0.8044 -0.7713
26 H 2.5046 0.3774 -0.9110
27 H 1.6544 -0.6960 -2.6893
28 H 1.6752 -2.0156 -1.5404
29 H -1.7396 -1.8539 1.1706
30 H -3.4369 -2.1192 1.4968
31 H -2.8100 -4.1785 0.7310
32 H -1.6147 -3.6127 -0.4137
33 H -4.6485 -3.7368 -0.6864
34 H -3.6927 -2.7566 -1.8064
35 H -2.7128 0.4034 1.4181
36 H -4.3772 -0.0991 1.2338
37 H -4.2148 1.2124 -1.0737
38 H -4.6217 2.0327 0.4341
39 H -1.7278 2.0412 0.1564
40 H -2.4679 2.6336 -1.3357
41 H -1.7594 4.8634 -0.8312
42 H -0.9832 4.2279 0.6438
43 H -2.2049 5.5172 0.7607
44 C 3.8460 -4.2523 -4.1735
45 C 3.4400 -2.8308 -4.4615
46 C 2.9489 -2.5419 -5.8590
47 O 3.4973 -1.9618 -3.6199
48 H 4.1748 -4.3294 -3.1384
49 H 3.0006 -4.9183 -4.3367
50 H 4.6536 -4.5551 -4.8360
51 H 2.0734 -3.1542 -6.0795
52 H 3.7276 -2.7820 -6.5844
53 H 2.6849 -1.4903 -5.9450
54 C 1.9907 3.5737 3.8377
55 C 0.6986 4.0129 3.1909
56 C 0.2288 5.4071 3.5093
57 O 0.0741 3.2767 2.4604
58 H 2.2256 2.5544 3.5384
59 H 2.8036 4.2347 3.5336
60 H 1.8966 3.6199 4.9237
61 H 0.9770 6.1366 3.1939
62 H 0.0664 5.5133 4.5836
63 H -0.7050 5.6003 2.9830
64 C -2.1417 7.5995 5.9345
65 C -0.8570 7.4957 6.7202
66 C -0.6618 8.4904 7.8374
67 O -0.0234 6.6561 6.4673
68 H -2.1658 6.8338 5.1629
69 H -2.9970 7.4670 6.5987
70 H -2.2157 8.5832 5.4684
71 H -1.4633 8.3898 8.5708
72 H -0.6820 9.5067 7.4408
73 H 0.2946 8.3120 8.3225
74 C 3.9800 -8.5912 -4.6410
75 C 3.5604 -7.8273 -5.8735
76 C 2.6397 -8.5397 -6.8338
77 O 3.9417 -6.6980 -6.0779
78 H 4.6366 -7.9730 -4.0333
79 H 3.1016 -8.8682 -4.0560
80 H 4.5062 -9.5032 -4.9269
81 H 1.7124 -8.8156 -6.3292
82 H 3.1162 -9.4494 -7.2023
83 H 2.4121 -7.8873 -7.6732

Summary:
- E_LUMO: 0.02309 Ha
- SMILES: CCOCCOOC(=O)N(CCCCl)CCCOC.CC(C)=O.CC(C)=O.CC(C)=O.CC(C)=O
- E_tot: -2135.23602 Ha

Need the Löwdin charges? In units of e they are: C -0.065; C -0.279; O -0.129; C -0.184; C -0.137; O -0.032; O -0.003; C -0.502; O 0.139; N -0.031; C -0.169; C -0.242; C -0.578; Cl 0.533; C -0.153; C -0.131; C -0.226; O -0.185; C -0.123; H 0.071; H 0.074; H 0.072; H 0.085; H 0.095; H 0.131; H 0.132; H 0.116; H 0.127; H 0.104; H 0.125; H 0.111; H 0.099; H 0.077; H 0.062; H 0.123; H 0.120; H 0.112; H 0.119; H 0.111; H 0.122; H 0.088; H 0.063; H 0.083; C -0.028; C -0.489; C -0.017; O 0.050; H 0.084; H 0.079; H 0.077; H 0.087; H 0.086; H 0.080; C -0.011; C -0.482; C -0.015; O 0.054; H 0.071; H 0.087; H 0.089; H 0.095; H 0.056; H 0.072; C -0.016; C -0.492; C -0.022; O 0.055; H 0.074; H 0.088; H 0.088; H 0.086; H 0.086; H 0.082; C -0.020; C -0.497; C -0.023; O 0.055; H 0.081; H 0.086; H 0.085; H 0.086; H 0.085; H 0.081

No. 2
DFT (the ωB97M-V functional and the def2-TZVPD basis) results for 3 unconnected molecules or ions with the total composition C24H49BFN2O5.

Cartesian coordinates (Å):
1 C 0.5794 1.8073 4.3786
2 C 0.1269 2.7512 3.2692
3 C -0.1337 4.1931 3.7446
4 C -1.5713 4.6834 3.5833
5 C -2.5958 3.9963 4.4787
6 C -4.0378 4.0806 3.9797
7 O -4.6997 3.0957 4.7097
8 B -3.7360 1.9757 4.9104
9 O -3.9493 0.8181 4.0525
10 F -3.8155 1.5392 6.2508
11 O -2.3961 2.6171 4.6069
12 H 1.0186 0.8924 3.9709
13 H 1.3416 2.2795 5.0061
14 H -0.2718 1.5427 5.0062
15 H -0.7941 2.3530 2.8413
16 H 0.8822 2.7658 2.4764
17 H 0.5201 4.8704 3.1842
18 H 0.1555 4.2953 4.7962
19 H -1.6026 5.7508 3.8340
20 H -1.8637 4.6049 2.5283
21 H -2.5487 4.4776 5.4744
22 H -4.5041 5.0637 4.1296
23 H -4.0450 3.8487 2.8960
24 H -3.6111 1.0194 3.1664
25 C -1.3129 -1.9617 0.8389
26 C -2.6187 -1.2947 0.3970
27 C -3.0245 -1.7284 -1.0191
28 C -2.1517 -1.1216 -2.1153
29 C -2.1315 0.4015 -2.0134
30 C -1.6796 0.9026 -0.6346
31 N -2.5235 0.2050 0.3981
32 O -3.6290 0.7977 0.6595
33 C -0.1846 0.6483 -0.4369
34 C -1.9329 2.4003 -0.4998
35 C -3.6878 -1.7037 1.4053
36 H -1.0843 -1.6808 1.8681
37 H -1.4551 -3.0440 0.8041
38 H -0.4546 -1.7249 0.2219
39 H -4.0635 -1.4251 -1.1818
40 H -2.9974 -2.8214 -1.0614
41 H -1.1334 -1.5187 -2.0624
42 H -2.5445 -1.4126 -3.0929
43 H -1.4623 0.8292 -2.7661
44 H -3.1366 0.7884 -2.2102
45 H 0.0864 0.7089 0.6172
46 H 0.3781 1.4107 -0.9783
47 H 0.1451 -0.3051 -0.8342
48 H -2.9693 2.6550 -0.7022
49 H -1.2880 2.9230 -1.2101
50 H -1.6911 2.7393 0.5076
51 H -3.4618 -1.2955 2.3915
52 H -3.6927 -2.7951 1.4658
53 H -4.6778 -1.3574 1.1225
54 C 4.1071 -3.7577 -1.5675
55 C 2.8815 -3.1628 -2.2613
56 C 2.6941 -3.7322 -3.6743
57 C 3.7234 -3.2162 -4.6750
58 C 3.7237 -1.6907 -4.7190
59 C 3.9523 -1.0472 -3.3451
60 N 2.9711 -1.6653 -2.3837
61 O 1.8357 -1.0717 -2.3424
62 C 5.4041 -1.2193 -2.8869
63 C 3.6557 0.4487 -3.4022
64 C 1.6661 -3.4905 -1.3987
65 H 4.1777 -3.3834 -0.5453
66 H 3.9851 -4.8411 -1.5244
67 H 5.0466 -3.5558 -2.0679
68 H 1.6923 -3.4608 -4.0206
69 H 2.7281 -4.8230 -3.6100
70 H 4.7191 -3.5967 -4.4292
71 H 3.4860 -3.6035 -5.6679
72 H 4.4944 -1.3208 -5.4013
73 H 2.7589 -1.3455 -5.1026
74 H 5.4952 -1.0515 -1.8133
75 H 6.0155 -0.4756 -3.3990
76 H 5.8243 -2.1927 -3.1253
77 H 2.6596 0.6474 -3.7858
78 H 4.3904 0.9218 -4.0566
79 H 3.7322 0.8954 -2.4105
80 H 1.7295 -2.9896 -0.4326
81 H 1.6452 -4.5695 -1.2303
82 H 0.7363 -3.1913 -1.8746

Summary:
- E_LUMO (spin up / spin down): 0.06847 / 0.06778 Ha
- Total charge: -1
- E_tot: -1554.41349 Ha
- 2S+1: 3
- <S²>: 2.008

Need the Löwdin charges? In units of e they are: C -0.114; C -0.271; C -0.206; C -0.161; C -0.361; C -0.202; O 0.014; B -1.081; O 0.064; F 0.083; O 0.016; H 0.057; H 0.062; H 0.071; H 0.087; H 0.090; H 0.094; H 0.107; H 0.109; H 0.105; H 0.150; H 0.117; H 0.121; H 0.041; C -0.024; C -0.481; C -0.133; C -0.173; C -0.130; C -0.476; N -0.096; O -0.019; C -0.029; C -0.034; C -0.033; H 0.098; H 0.087; H 0.040; H 0.122; H 0.118; H 0.088; H 0.108; H 0.122; H 0.123; H 0.091; H 0.087; H 0.032; H 0.079; H 0.086; H 0.079; H 0.086; H 0.087; H 0.084; C -0.027; C -0.484; C -0.132; C -0.175; C -0.133; C -0.484; N -0.095; O -0.037; C -0.033; C -0.041; C -0.038; H 0.095; H 0.089; H 0.051; H 0.125; H 0.122; H 0.104; H 0.111; H 0.124; H 0.125; H 0.096; H 0.084; H 0.059; H 0.079; H 0.086; H 0.095; H 0.092; H 0.092; H 0.070